(1)
Molecular formula: C44H66FN2O4P2SSiTi
Method: DFT, ωB97M-V/def2-TZVPD

Structure (ORCA input):
```
! wB97M-V def2-TZVPD RIJCOSX def2/J DEFGRID3
* xyz -2 2
Ti 0.327 -1.098 -0.895
C 2.135 4.335 3.359
C 1.804 4.076 1.892
C 0.523 4.809 1.511
P 1.733 2.256 1.425
C 3.525 2.041 0.919
C 4.676 2.631 1.738
C 3.809 0.591 0.529
C 1.535 1.352 2.978
C 2.563 0.752 3.692
C 2.330 -0.059 4.797
C 1.002 -0.307 5.150
C -0.040 0.288 4.475
C 0.179 1.218 3.414
N -0.781 1.905 2.782
C -2.009 2.033 3.356
C -2.149 2.507 4.687
C -3.375 2.685 5.284
C -4.548 2.385 4.591
C -4.435 1.948 3.281
C -3.208 1.791 2.634
P -3.108 1.283 0.866
C -3.806 2.812 0.023
C -3.016 4.015 0.537
C -5.304 3.088 0.111
C -4.534 0.103 0.748
C -4.756 -0.277 -0.717
C -4.198 -1.133 1.579
H 2.156 5.411 3.568
H 1.372 3.881 3.993
H 3.093 3.907 3.655
H 2.614 4.469 1.265
H -0.260 4.591 2.237
H 0.685 5.893 1.494
H 0.157 4.496 0.532
H 3.509 2.610 -0.022
H 4.843 2.101 2.678
H 5.605 2.556 1.161
H 4.524 3.684 1.974
H 3.825 -0.075 1.394
H 3.054 0.213 -0.168
H 4.778 0.514 0.025
H 3.585 0.886 3.355
H 3.153 -0.522 5.328
H 0.777 -0.996 5.960
H -1.061 0.054 4.752
H -1.241 2.729 5.237
H -3.421 3.052 6.305
H -5.520 2.489 5.058
H -5.344 1.694 2.748
H -3.544 2.666 -1.032
H -3.401 4.331 1.509
H -1.964 3.765 0.677
H -3.090 4.859 -0.155
H -5.615 3.208 1.148
H -5.542 4.025 -0.405
H -5.908 2.298 -0.339
H -5.460 0.552 1.126
H -3.911 -0.850 -1.098
H -5.653 -0.896 -0.818
H -4.880 0.597 -1.361
H -3.272 -1.590 1.223
H -4.057 -0.880 2.633
H -4.997 -1.877 1.505
O 3.042 -1.680 -3.081
H 2.518 -0.881 -2.906
H 2.664 -2.280 -2.407
F -0.684 -1.310 0.622
C 1.894 2.416 -2.507
C 0.730 1.440 -2.663
C 0.518 1.087 -4.131
C -0.542 2.042 -2.068
O 1.055 0.263 -1.951
H 1.770 3.282 -3.162
H 2.835 1.918 -2.754
H 1.942 2.761 -1.474
H 0.242 1.976 -4.704
H -0.281 0.352 -4.223
H 1.429 0.666 -4.565
H -0.771 3.007 -2.531
H -0.414 2.189 -0.992
H -1.390 1.369 -2.223
O 0.682 -3.653 -8.616
C -0.590 -3.437 -8.171
O -1.508 -3.590 -8.945
C -0.740 -3.039 -6.753
C 0.332 -2.696 -5.924
C 0.135 -2.347 -4.603
C -1.149 -2.322 -4.048
S -1.489 -1.916 -2.386
C -2.225 -2.655 -4.890
C -2.026 -3.003 -6.209
H 1.296 -3.551 -7.880
H 1.358 -2.667 -6.281
H 0.989 -2.090 -3.998
H -3.226 -2.635 -4.479
H -2.864 -3.258 -6.844
C -0.834 -4.477 0.302
Si 0.740 -4.390 -0.718
C 0.385 -5.093 -2.426
C 1.937 -5.627 0.067
N 1.501 -2.816 -0.752
C 2.505 -2.685 0.249
C 2.175 -2.372 1.576
C 3.150 -2.294 2.561
C 4.482 -2.517 2.247
C 4.829 -2.803 0.931
C 3.858 -2.881 -0.055
H -1.138 -5.525 0.391
H -1.647 -3.914 -0.155
H -0.676 -4.074 1.304
H 0.325 -6.181 -2.343
H 1.189 -4.855 -3.126
H -0.550 -4.731 -2.850
H 1.469 -6.616 0.061
H 2.191 -5.374 1.097
H 2.870 -5.689 -0.496
H 1.137 -2.182 1.827
H 2.854 -2.032 3.572
H 5.245 -2.449 3.013
H 5.868 -2.961 0.666
H 4.140 -3.097 -1.078
*
```

For the total energy, the calculation gives -4446.73401 a.u. As for the energy relative to the best compared isomer or geometry (same formula, charge and spin): 0.0 kcal/mol. The expectation value of S² is 0.753. Its HOMO energy is -1.5 eV.

***

(2)
Molecular formula: C6H6O2
Method: DFT, ωB97M-V/def2-TZVPD

Structure (ORCA input):
```
! wB97M-V def2-TZVPD RIJCOSX def2/J DEFGRID3
* xyz 0 1
O 1.050 1.862 0.105
C 0.166 1.020 0.015
C -0.354 -0.078 1.091
C -1.749 -0.148 0.468
C -1.602 -0.090 -0.775
C -0.164 -0.121 -1.028
C 0.399 -1.082 0.181
O 1.758 -1.175 -0.059
H -0.245 -0.164 2.285
H -2.549 -0.254 1.107
H -2.490 0.212 -1.365
H 0.522 0.044 -1.898
H -0.007 -2.139 0.148
H 2.130 -0.208 -0.360
*
```

For the total energy, the calculation gives -382.55223 a.u. As for the SMILES: O=C1[C@H]2C=C[C@@H]1[C@H]2O. As for the energy relative to the best compared isomer or geometry (same formula, charge and spin): 83.8 kcal/mol. Its HOMO energy is -9.7 eV.

***

(3)
Molecular formula: C4H5N
Method: DFT, ωB97M-V/def2-TZVPD

Structure (ORCA input):
```
! wB97M-V def2-TZVPD RIJCOSX def2/J DEFGRID3
* xyz 0 1
N 2.817 -0.323 -0.479
C 1.776 -0.138 -0.005
C 0.584 0.167 0.721
C -0.834 -0.606 -0.132
C -0.510 0.868 0.003
H -0.016 -0.951 0.953
H -1.747 -0.934 0.376
H -0.631 -1.067 -1.095
H -1.192 1.445 0.625
H -0.251 1.359 -0.933
*
```

For the total energy, the calculation gives -210.02802 a.u. As for the energy relative to the best compared isomer or geometry (same formula, charge and spin): 85.2 kcal/mol. Its HOMO energy is -9.2 eV.

***

(4)
Molecular formula: C3H2CaO3
Method: DFT, ωB97M-V/def2-TZVPD

Structure (ORCA input):
```
! wB97M-V def2-TZVPD RIJCOSX def2/J DEFGRID3
* xyz 1 2
C 0.890 1.277 -1.261
C 1.763 0.910 -0.297
O 1.718 0.185 0.660
C -0.832 -0.785 0.628
O -1.022 -0.133 -0.339
O -1.236 -1.545 1.431
Ca -2.676 -2.950 2.571
H 0.982 0.787 -2.232
H 0.412 2.253 -1.162
*
```

For the total energy, the calculation gives -1018.49761 a.u. As for the energy relative to the best compared isomer or geometry (same formula, charge and spin): 27.2 kcal/mol. The expectation value of S² is 0.750. Its HOMO energy (spin up / spin down) is -10.3 / -12.2 eV.